Entry from the Open Molecules 2025 dataset: a cluster of 3 separate species, C4H10O3 in total at a distorted geometry (wB97M-V/def2-TZVPD).

As for the spin multiplicity: 1. As for the charge: 0. The total energy is -384.0283 Eh. As for the energy relative to the best compared isomer or geometry (same formula, charge and spin): 318.5 kJ/mol. The molar mass is 106.1 Da.

The geometry in XYZ format:
```
17
Properties=species:S:1:pos:R:3:forces:R:3
C -0.2027 2.1307 1.6210 0.271 3.380 -1.270
C -0.2606 1.1189 0.7681 0.567 -1.814 0.572
O 0.0200 -0.1665 1.3583 -2.714 4.064 2.674
C -0.5611 0.9981 -0.6869 -0.205 0.496 0.755
C -1.4313 1.7670 -1.3093 -0.978 2.418 -1.580
H 0.1844 2.0428 2.5961 0.110 -0.910 1.076
H -0.2483 3.2830 1.4183 -0.462 -2.524 -0.445
H 0.4746 -0.6783 0.7901 2.281 -2.792 -3.346
H -0.0490 0.2009 -1.1898 -0.007 -0.426 -0.195
H -1.8762 2.6627 -0.8455 0.147 -0.778 0.580
H -1.7284 1.8769 -2.3962 0.874 -1.209 1.149
H 0.6832 -3.9262 1.0499 4.638 0.327 1.903
H -0.7435 -3.5072 1.3830 -0.264 0.591 0.890
O -0.1620 -3.9460 0.7891 -4.366 -0.881 -2.766
H 1.7981 -0.5292 -1.9051 -0.089 -0.270 -0.253
H 2.4481 -1.8411 -1.4560 -1.822 0.568 -1.270
O 1.6549 -1.4864 -1.9851 2.021 -0.241 1.525
```
Positions in Å, forces in eV/Å.

=====

Entry from the Open Molecules 2025 dataset: a cluster of 6 separate species, C19H49O21PS5 in total (wB97M-V/def2-TZVPD).

As for the spin multiplicity: 1. As for the charge: 0. The total energy is -4665.5637 Eh. As for the energy relative to the best compared isomer or geometry (same formula, charge and spin): 0.0 kJ/mol. The molar mass is 804.9 Da.

The geometry in XYZ format:
```
95
Properties=species:S:1:pos:R:3:forces:R:3
C 1.6744 -3.1480 -0.1353 -0.017 0.474 -0.341
C 0.8748 -1.8572 -0.3630 -0.140 -0.210 -0.455
O -0.5000 -2.1437 -0.6330 -0.088 -0.050 0.029
C 0.8839 -0.9786 0.8629 0.183 -0.156 0.114
O -0.0671 0.0967 0.7694 -0.071 0.258 0.304
O 0.6660 1.2783 0.4068 0.501 -0.274 0.055
C 0.3908 1.6194 -0.8650 -0.810 0.094 -0.338
O -0.6189 1.4435 -1.4535 0.008 -0.250 -0.133
O 1.4299 2.3116 -1.4079 0.388 0.176 0.263
P 2.9482 2.0380 -0.8759 0.455 -0.578 0.324
O 3.3530 0.6298 -0.7672 -0.122 -0.038 -0.025
H 0.9527 -3.9327 0.0917 0.210 -0.118 0.217
H 2.4201 -3.0425 0.6516 -0.086 -0.109 0.109
H 2.2077 -3.3961 -1.0538 -0.051 -0.198 0.057
H 1.2882 -1.3406 -1.2366 0.084 0.264 0.175
H -0.5519 -2.7803 -1.3558 -0.010 0.000 0.057
H 1.8696 -0.5595 1.0574 0.041 -0.081 -0.068
H 0.5994 -1.5659 1.7395 -0.235 0.169 -0.015
H 3.0299 2.7282 0.3346 -0.056 0.290 -0.102
H 3.6815 2.7184 -1.8484 -0.252 0.420 0.026
O 3.5343 -1.4711 -4.7616 -0.034 -0.122 -0.076
S 2.9712 -0.2420 -5.2305 0.101 0.178 0.111
O 2.0717 -0.2507 -6.3414 -0.073 -0.095 -0.050
O 4.1549 0.7804 -5.5210 -0.037 0.078 0.039
C 5.2251 0.3319 -6.3817 0.327 -0.128 -0.280
C 4.8398 0.3435 -7.8468 -0.206 -0.038 0.026
C 2.2464 0.6346 -3.8935 0.135 0.109 0.100
H 5.5567 -0.6566 -6.0611 -0.110 -0.015 0.066
H 6.0412 1.0275 -6.1977 -0.090 0.084 0.116
H 4.0770 -0.4026 -8.0628 0.012 -0.015 0.010
H 5.7152 0.1267 -8.4595 0.042 0.026 0.035
H 4.4398 1.3168 -8.1299 0.060 0.028 -0.009
H 2.9619 0.6624 -3.0671 -0.148 -0.211 -0.268
H 1.3469 0.0941 -3.6058 -0.002 -0.034 0.004
H 1.9850 1.6344 -4.2314 -0.019 -0.013 -0.037
O -3.3983 1.0101 5.1295 -0.042 -0.155 -0.005
S -4.0622 2.0798 4.4500 0.117 0.265 -0.011
O -5.1941 1.8034 3.6213 -0.083 -0.121 0.013
O -2.9916 2.9085 3.6271 -0.016 0.076 0.016
C -2.1295 2.1783 2.7176 0.314 -0.250 -0.325
C -2.8269 1.7873 1.4344 -0.293 0.005 0.032
C -4.4845 3.3444 5.5974 0.006 0.051 0.050
H -1.7163 1.3084 3.2290 -0.094 0.011 0.096
H -1.3044 2.8570 2.5108 -0.072 0.132 0.111
H -3.6049 1.0462 1.6158 0.014 -0.008 0.024
H -2.1087 1.3617 0.7379 0.036 0.010 -0.008
H -3.3020 2.6528 0.9708 0.057 0.035 0.004
H -3.6131 3.5725 6.2041 0.013 -0.005 -0.005
H -5.2900 2.9552 6.2158 -0.003 -0.040 -0.019
H -4.8197 4.2179 5.0454 -0.011 -0.008 -0.018
O -2.8261 -4.6081 -1.4614 0.177 -0.121 0.001
S -3.5629 -4.3517 -0.2588 -0.199 0.303 0.032
O -3.0798 -4.8515 0.9915 0.172 -0.097 0.001
O -5.0608 -4.8393 -0.4708 -0.023 0.082 0.020
C -5.2644 -6.1938 -0.9277 -0.068 -0.431 -0.127
C -5.0781 -7.2169 0.1742 0.142 0.105 0.112
C -3.8837 -2.6318 -0.1147 -0.017 0.073 0.035
H -4.6073 -6.3927 -1.7755 0.070 0.101 0.033
H -6.2884 -6.2133 -1.2946 -0.021 0.164 0.034
H -4.0404 -7.2649 0.5000 0.005 -0.002 -0.021
H -5.3711 -8.2035 -0.1855 -0.045 0.019 -0.038
H -5.6854 -6.9597 1.0417 -0.055 -0.026 -0.024
H -4.2800 -2.2691 -1.0587 -0.002 -0.012 -0.012
H -2.9297 -2.1547 0.1090 0.040 -0.051 -0.041
H -4.5904 -2.4753 0.6960 0.003 -0.021 0.015
O 3.1533 -3.9382 2.9391 0.090 0.189 -0.126
S 2.2133 -3.5727 3.9548 -0.163 -0.380 0.285
O 1.5956 -2.2820 3.9272 0.063 0.124 -0.165
O 2.8824 -3.8085 5.3741 -0.073 0.003 0.024
C 4.1677 -3.1934 5.6181 0.413 0.217 0.093
C 4.0595 -1.7096 5.9036 -0.179 0.035 -0.116
C 0.9661 -4.8038 4.0810 -0.030 -0.043 0.012
H 4.8303 -3.3933 4.7750 -0.106 -0.033 -0.073
H 4.5682 -3.7189 6.4821 -0.139 -0.103 0.008
H 3.7328 -1.1581 5.0233 0.018 -0.009 -0.011
H 5.0312 -1.3219 6.2100 0.021 -0.051 0.027
H 3.3362 -1.5240 6.6972 0.043 -0.012 0.048
H 1.4411 -5.7792 4.1314 0.018 0.001 -0.002
H 0.3488 -4.7242 3.1880 0.012 0.032 -0.016
H 0.3714 -4.6083 4.9690 -0.008 0.029 -0.004
O 1.2222 6.9921 -2.7117 0.141 -0.103 -0.002
S 0.3332 7.0669 -1.5927 -0.281 0.145 -0.019
O 0.5636 6.2355 -0.4508 0.150 -0.064 0.033
O -1.1535 6.8658 -2.1046 0.015 0.084 0.029
C -1.4239 5.6912 -2.9088 -0.110 -0.418 -0.240
C -1.5089 4.4329 -2.0744 0.081 0.069 0.149
C 0.1648 8.7362 -1.0687 -0.010 0.068 0.005
H -0.6661 5.6059 -3.6884 0.080 0.094 0.068
H -2.3737 5.8940 -3.3986 -0.016 0.187 0.101
H -0.5416 4.1842 -1.6443 0.017 0.000 -0.036
H -1.8312 3.5932 -2.6881 -0.015 0.018 -0.034
H -2.2132 4.5621 -1.2523 -0.058 -0.008 -0.042
H -0.0390 9.3565 -1.9365 -0.005 -0.009 -0.013
H 1.1078 9.0209 -0.6077 0.021 -0.037 -0.006
H -0.6430 8.7939 -0.3446 0.000 -0.020 0.011
```
Positions in Å, forces in eV/Å.

=====

Entry from the Open Molecules 2025 dataset: a cluster of 2 separate species, C27H45 in total at a distorted geometry (wB97M-V/def2-TZVPD).

As for the spin multiplicity: 1. As for the charge: +1. The total energy is -1055.4823 Eh. The molar mass is 369.7 Da.

The geometry in XYZ format:
```
72
Properties=species:S:1:pos:R:3:forces:R:3
C -1.3365 3.6010 -5.3026 -0.007 -0.119 -0.027
C -0.0053 3.8718 -4.5748 0.052 0.063 0.062
C 1.1462 2.9334 -4.9627 -0.228 -0.051 -0.235
C 2.4740 3.2225 -4.2533 -0.097 0.227 0.020
C 2.5597 3.0414 -2.7318 0.330 -0.327 0.185
C 2.7032 1.6010 -2.1761 0.191 -0.124 0.107
C 1.4184 1.0052 -1.6041 -0.563 -0.079 -0.091
C 1.6679 -0.1980 -0.6643 0.691 -0.150 0.193
C 0.3674 -0.8664 -0.2388 -0.057 -0.223 0.542
C 0.1001 -1.1875 1.0674 -0.437 1.356 -1.076
C -0.7668 -1.0661 -1.2421 0.038 -0.507 0.371
C -1.8756 -0.0169 -1.1297 -0.328 0.633 0.165
C -2.9504 -0.1536 -2.2125 0.030 -0.129 -0.315
C -2.5193 0.2543 -3.6351 -0.008 0.070 0.008
C -1.9810 1.6796 -3.7577 0.164 0.171 0.216
C -1.8430 2.1481 -5.2111 0.068 0.163 0.163
H -2.0955 4.2693 -4.8663 0.128 -0.155 -0.165
H -1.2512 3.8731 -6.3655 0.059 -0.016 0.251
H 0.2946 4.9109 -4.7915 -0.029 -0.279 0.083
H -0.1715 3.8336 -3.4872 0.016 -0.025 -0.210
H 0.8449 1.8799 -4.8384 0.109 0.215 0.150
H 1.3178 3.0493 -6.0458 -0.021 -0.063 0.232
H 3.2591 2.6322 -4.7426 -0.013 0.108 0.164
H 2.7166 4.2808 -4.4204 0.010 -0.163 -0.225
H 3.4652 3.5750 -2.4062 -0.308 0.014 -0.106
H 1.7145 3.5360 -2.2328 0.152 -0.043 -0.110
H 3.1068 0.9053 -2.9359 -0.113 0.351 0.168
H 3.4565 1.6216 -1.3678 -0.240 -0.006 -0.229
H 0.8494 1.7831 -1.0568 0.320 -0.314 -0.090
H 0.7511 0.6979 -2.4252 0.235 0.065 0.147
H 2.4150 -0.9001 -1.1288 -0.894 0.358 0.122
H 2.1947 0.1946 0.2353 -0.369 -0.333 -0.417
H -0.9841 -1.1699 1.3418 1.153 -0.330 -0.105
H 0.8999 -1.0731 1.8055 -0.471 0.828 -0.141
H -0.4272 -1.1848 -2.2845 0.144 0.277 0.454
H -1.2154 -2.0363 -0.9658 0.047 0.254 -0.275
H -2.3536 -0.0919 -0.1390 0.115 -0.200 -0.242
H -1.4841 1.0093 -1.1315 0.169 -0.223 -0.178
H -3.2588 -1.2029 -2.2709 -0.134 0.026 0.165
H -3.8364 0.4261 -1.9168 0.218 -0.073 -0.080
H -1.7597 -0.4469 -4.0175 -0.160 0.119 0.076
H -3.3859 0.1483 -4.3079 0.195 -0.033 0.228
H -2.6364 2.3861 -3.2109 0.111 -0.257 -0.211
H -0.9982 1.7537 -3.2522 -0.371 -0.055 -0.232
H -2.8262 2.0803 -5.7039 0.268 0.004 0.096
H -1.1661 1.4751 -5.7653 -0.213 0.163 0.185
C 1.2939 -3.5539 2.2951 0.619 -0.012 -1.340
C 0.1429 -2.7266 2.7542 -0.847 -2.227 1.781
C 0.0376 -2.2881 4.1068 0.257 0.573 -0.310
C -1.2329 -2.4425 4.7600 -0.083 -0.123 0.255
C -2.4227 -3.0735 4.0797 -0.275 0.079 -0.051
C -1.3301 -2.1776 6.1138 0.102 -0.181 0.077
C -0.2170 -1.7847 6.8806 -0.410 0.428 -0.502
C -0.4050 -1.4978 8.3399 0.114 -0.195 0.153
C 1.0282 -1.6391 6.2496 -0.250 -0.135 -0.113
C 1.1781 -1.8638 4.8852 -0.021 -0.637 0.474
C 2.5622 -1.7643 4.3114 0.565 0.302 -0.018
H 0.9467 -4.1608 1.4428 0.301 0.282 0.223
H 2.1186 -2.9110 1.9328 -0.291 -0.551 0.150
H 1.7121 -4.2486 3.0486 -0.446 0.611 -0.052
H -0.8176 -2.9640 2.2689 0.774 0.120 0.448
H -3.2851 -3.0981 4.7579 0.282 0.103 -0.184
H -2.7254 -2.5214 3.1846 -0.004 -0.081 0.026
H -2.2253 -4.1166 3.7926 0.054 0.312 0.045
H -2.2906 -2.3416 6.6183 0.421 0.117 -0.214
H 0.5179 -1.0901 8.7753 -0.369 -0.216 -0.001
H -1.2309 -0.7836 8.5143 0.363 -0.349 -0.174
H -0.6755 -2.4491 8.8360 0.159 0.490 0.001
H 1.8911 -1.3845 6.8713 -0.229 0.046 -0.370
H 3.2330 -1.1959 4.9810 -0.463 -0.193 -0.278
H 3.0409 -2.7534 4.1844 -0.378 0.387 0.016
H 2.5606 -1.2548 3.3395 0.101 -0.136 0.162
```
Positions in Å, forces in eV/Å.

=====

Entry from the Open Molecules 2025 dataset: the molecule C12H12Br2N4O at a distorted geometry (wB97M-V/def2-TZVPD).

As for the spin multiplicity: 1. As for the charge: 0. The total energy is -5906.7838 Eh. As for the energy relative to the best compared isomer or geometry (same formula, charge and spin): 0.0 kJ/mol. The molar mass is 388.1 Da.

The geometry in XYZ format:
```
31
Properties=species:S:1:pos:R:3:forces:R:3
O 1.8438 -1.7268 1.7971 0.181 0.080 0.743
Br -0.9006 -1.8788 -4.0015 0.114 0.108 0.903
Br 0.5726 -4.9766 -2.9168 0.073 1.557 1.241
N 0.8292 3.4331 -1.7683 -0.104 0.638 0.493
C 1.1517 -1.1170 1.0093 1.073 -0.676 0.778
C 0.3666 2.3402 -1.2831 1.140 2.745 -1.578
C -0.1659 -2.1452 -2.2634 0.519 -0.022 0.676
C 0.4661 -3.3222 -1.8829 0.263 0.346 0.059
C 0.7726 -1.8146 -0.2096 -0.882 0.318 -1.344
C 0.0221 -1.1867 -1.1703 -0.266 -1.182 -1.904
N 1.0689 -3.1090 -0.6470 0.004 -0.627 0.094
N 0.3262 1.1668 -1.9252 -0.541 -2.601 -0.873
N -0.1562 2.2178 -0.0464 -0.592 -0.137 1.025
C -1.3000 0.5906 2.5602 -0.065 0.281 0.886
C 0.2189 0.7008 2.6254 0.572 -0.858 0.153
C -1.6616 0.6097 1.0842 -0.191 -0.208 0.389
C 0.7852 0.3643 1.2379 -0.766 -0.789 -0.600
C -0.4628 0.2231 -1.1157 0.885 -0.452 0.060
C -0.3580 0.7985 0.3163 -0.192 1.398 -1.049
H 1.1462 3.4065 -2.7402 -0.192 -0.445 0.506
H 1.6371 -3.8172 -0.1469 -0.743 0.972 -0.432
H 0.2139 1.1836 -2.9467 0.057 -0.106 0.939
H 0.0765 2.9424 0.6210 -0.038 -0.280 -0.058
H -1.7436 1.4432 3.1057 0.009 -0.545 -0.163
H -1.6166 -0.3470 3.0452 -0.053 0.439 -0.155
H 0.6345 0.0345 3.3571 0.244 -0.515 0.393
H 0.5651 1.6596 2.9553 0.039 0.807 -0.129
H -2.3271 1.4295 0.8534 -0.222 0.098 -0.241
H -2.1740 -0.3228 0.8531 0.107 -0.070 -0.421
H 1.6672 0.9776 1.0539 0.189 -0.340 -0.231
H -1.4979 0.2421 -1.4112 -0.622 0.066 -0.160
```
Positions in Å, forces in eV/Å.

=====

no.,HOMO energy (Ha),LUMO level (Ha)
1,-0.3339,0.015
2,-0.3740,0.015
3,-0.4474,-0.187
4,-0.3146,0.002